{
  "formula": "C6H12FN",
  "method": "ωB97M-V/def2-TZVPD",
  "elements": ["C", "C", "C", "C", "C", "C", "H", "H", "H", "H", "H", "H", "H", "H", "H", "H", "H", "H", "N", "F"],
  "coordinates": [[2.54853, 0.01475, -0.28064], [1.27551, -0.61849, 0.30717], [-0.05278, -0.40428, -0.44422], [-0.41297, 1.18597, -0.47927], [-1.97010, 0.18996, 0.80169], [-1.32796, -0.95824, 0.21218], [2.66221, 1.09165, 0.02350], [3.15722, -0.36722, -1.14994], [3.24933, -0.46241, 0.51090], [1.38499, -1.74235, 0.23283], [1.08191, -0.27828, 1.24913], [0.03963, -0.77293, -1.46148], [-0.26916, 1.67896, -1.39037], [0.31086, 1.75040, 0.20627], [-2.31654, 1.02575, -1.09567], [-3.08235, 0.07160, 1.18864], [-1.19519, 0.30466, 1.67349], [-1.17602, -1.77406, 0.96470], [-1.78590, 1.30563, -0.19263], [-2.12122, -1.24107, -0.87628]],
  "lowdin_charge": [-0.109, -0.251, -0.227, -0.221, -0.178, -0.367, 0.077, 0.085, 0.085, 0.130, 0.069, 0.136, 0.090, 0.132, 0.149, 0.161, 0.151, 0.165, -0.059, -0.019],
  "charge": 0,
  "smiles": "CC[C@@H]1CNC[C@H]1F",
  "total_energy_ha": -390.3552,
  "orbital_gap_ev": 10.1,
  "homo_energy_ev": -9.0,
  "e_lumo_ha": 0.0382,
  "largest_force_ev_per_a": 5.3,
  "de_lowest_kcal_mol": 47.4
}

{
  "formula": "C4H8O",
  "method": "ωB97M-V/def2-TZVPD",
  "elements": ["C", "C", "C", "O", "C", "H", "H", "H", "H", "H", "H", "H", "H"],
  "coordinates": [[-0.64684, -1.34031, -0.64518], [-0.18616, -0.57709, 0.59415], [0.90233, 0.43583, 0.28580], [0.46122, 1.32293, -0.77937], [-0.18225, 2.42430, -0.54636], [0.17327, -1.92522, -1.07696], [-1.46197, -2.02742, -0.39997], [0.20281, -1.26931, 1.35198], [-1.03413, -0.05255, 1.05403], [1.15043, 1.05230, 1.15790], [1.80707, -0.04578, -0.09608], [-0.24606, 2.51795, 0.58142], [-1.00496, -0.64779, -1.41261]],
  "lowdin_charge": [-0.102, -0.239, -0.203, -0.202, 0.045, 0.078, 0.073, 0.114, 0.112, 0.116, 0.127, 0.007, 0.074],
  "charge": 0,
  "total_energy_ha": -232.3277,
  "orbital_gap_ev": 9.3,
  "homo_energy_ev": -8.5,
  "e_lumo_ha": 0.0290,
  "largest_force_ev_per_a": 0.5,
  "de_lowest_kcal_mol": 74.0
}

{
  "formula": "C6H14NO",
  "method": "ωB97M-V/def2-TZVPD",
  "elements": ["C", "C", "N", "C", "C", "C", "C", "O", "H", "H", "H", "H", "H", "H", "H", "H", "H", "H", "H", "H", "H", "H"],
  "coordinates": [[-3.91492, 0.16127, 0.00833], [-2.42113, 0.52644, 0.12094], [-1.63780, -0.65977, 0.15802], [-0.20330, -0.36586, 0.33403], [0.68715, -1.59674, 0.11065], [3.06429, 0.78705, -1.08804], [3.23629, 0.55771, 0.38368], [3.53451, -0.54138, 1.03196], [-4.02284, -0.44827, -0.88448], [-4.59292, 1.03689, -0.10283], [-4.21562, -0.43353, 0.92115], [-2.13087, 1.24341, -0.78799], [-2.26731, 1.21148, 1.08097], [-0.02852, -0.01405, 1.31982], [0.17086, 0.36058, -0.32906], [1.65957, -1.32149, 0.49195], [0.26111, -2.47435, 0.71822], [0.72737, -1.84957, -0.95147], [3.57891, 0.02742, -1.75615], [3.14816, 1.85564, -1.43384], [2.16218, 0.39002, -0.32455], [3.20483, 1.54713, 0.97871]],
  "lowdin_charge": [-0.191, -0.534, -0.180, -0.456, -0.143, 0.006, -0.394, -0.106, 0.034, 0.041, 0.060, 0.084, 0.084, 0.068, 0.041, 0.001, 0.084, 0.056, 0.108, 0.094, 0.099, 0.143],
  "charge": -1,
  "total_energy_ha": -366.8283,
  "orbital_gap_ev": 4.5,
  "homo_energy_ev": -1.3,
  "e_lumo_ha": 0.1165,
  "largest_force_ev_per_a": 6.1,
  "de_lowest_kcal_mol": 108.8
}

{
  "formula": "C13H22BrN5OS",
  "method": "ωB97M-V/def2-TZVPD",
  "elements": ["C", "C", "C", "C", "N", "C", "S", "N", "H", "N", "C", "O", "C", "H", "H", "C", "N", "C", "C", "C", "N", "C", "H", "H", "H", "Br", "C", "H", "H", "H", "H", "H", "H", "H", "H", "H", "H", "H", "H", "H", "H", "H", "H"],
  "coordinates": [[4.69549, 1.06774, 1.20768], [5.15167, -0.00205, 0.22102], [4.07960, -0.42706, -0.78190], [2.84589, -1.08769, -0.15593], [1.87612, -0.13939, 0.34088], [0.93527, 0.41259, -0.43990], [0.65013, -0.03785, -2.00963], [0.20964, 1.43306, 0.10513], [0.17771, 1.58494, 1.11153], [-1.02175, 1.74488, -0.47450], [-2.01775, 2.20185, 0.30820], [-1.82283, 2.50620, 1.47337], [-3.37487, 2.22426, -0.36266], [-3.26877, 2.18531, -1.44544], [-3.91444, 3.12441, -0.07168], [-4.14998, 0.98571, 0.12820], [-3.36916, -0.20445, -0.07501], [-2.56933, -0.84252, 0.81261], [-1.90063, -1.79875, 0.07090], [-2.35143, -1.67276, -1.25785], [-3.23010, -0.69190, -1.31553], [-1.94105, -2.46899, -2.43789], [-2.63349, -2.29231, -3.25503], [-1.91998, -3.52929, -2.19181], [-0.94109, -2.17068, -2.75303], [-0.60548, -3.00422, 0.72397], [-2.52509, -0.55792, 2.26810], [-2.28189, 0.48589, 2.46378], [-1.77343, -1.18945, 2.73617], [-3.49031, -0.77452, 2.72713], [-5.07936, 0.88579, -0.43673], [-4.37183, 1.08197, 1.19208], [-1.12305, 1.31123, -1.39497], [2.04321, 0.26921, 1.24789], [3.13405, -1.74146, 0.66923], [2.33568, -1.68680, -0.91388], [4.52500, -1.14040, -1.47697], [3.75147, 0.43654, -1.36391], [5.49554, -0.87969, 0.77318], [6.00302, 0.38347, -0.34406], [4.01478, 0.65600, 1.94990], [4.20067, 1.88493, 0.68676], [5.55216, 1.47417, 1.74064]],
  "lowdin_charge": [-0.112, -0.263, -0.201, -0.234, -0.003, -0.810, 0.726, 0.035, 0.145, 0.061, -0.502, 0.040, -0.065, 0.115, 0.124, -0.108, -0.130, -0.307, -0.607, -0.405, 0.136, -0.056, 0.079, 0.074, 0.030, 0.759, -0.018, 0.065, 0.061, 0.091, 0.128, 0.128, 0.065, 0.128, 0.125, 0.075, 0.111, 0.106, 0.105, 0.104, 0.058, 0.077, 0.070],
  "charge": 0,
  "smiles": "CCCCNC(=S)NNC(=O)CCn1nc(C)c(Br)c1C",
  "total_energy_ha": -3829.8027,
  "orbital_gap_ev": 9.1,
  "homo_energy_ev": -8.5,
  "e_lumo_ha": 0.0202,
  "largest_force_ev_per_a": 0.9,
  "de_lowest_kcal_mol": 0.0
}